# 1
Formula: CH5IO
Source: the Open Molecules 2025 dataset
Level of theory: ωB97M-V with the def2-TZVPD basis set

```
8
Properties=species:S:1:pos:R:3:forces:R:3:mulliken_charge:R:1
I -1.22316 -1.41035 -1.11011 0.479 0.482 0.521 0.01
C 0.00000 0.00000 0.00000 -0.005 0.489 -0.275 -0.86
H -0.01185 -0.19640 1.08531 -0.693 -0.376 -0.987 0.14
H -0.40518 1.01011 -0.17918 0.091 -0.582 0.023 0.35
H 1.04529 -0.02714 -0.35104 -0.791 -0.210 0.043 0.34
O 2.16463 0.22499 1.70837 -0.290 -0.782 0.605 -0.67
H 1.21395 0.27554 1.95718 1.437 -0.018 -0.021 0.35
H 2.36454 -0.73825 1.68692 -0.228 0.996 0.091 0.35
```
Positions in Å, forces in eV/Å.

Calculated values
Kohn-Sham gap ... 9.839 eV
SMILES ... CI.O

=====

# 2
Formula: CH5IOSi
Source: the Open Molecules 2025 dataset
Level of theory: ωB97M-V with the def2-TZVPD basis set

```
9
Properties=species:S:1:pos:R:3:forces:R:3:mulliken_charge:R:1
C -0.60749 0.58794 -0.51704 2.571 -0.554 1.960 -0.82
O 2.32993 0.34161 0.25086 0.980 -0.788 -1.361 -0.43
Si 0.74046 0.14162 0.58823 -1.107 1.641 -1.411 0.50
I -2.61590 -2.40071 1.63225 0.096 -0.028 -0.049 -0.10
H -1.45019 1.20186 -0.27135 -0.648 -0.468 0.543 0.29
H -1.45810 -2.00554 0.57601 -0.160 0.063 0.039 0.05
H -0.31602 0.70427 -1.54020 0.335 -0.081 -0.530 0.24
H 2.86916 0.22405 -0.56477 -1.047 0.276 0.895 0.33
H 1.03157 -0.12078 2.01737 -1.020 -0.061 -0.087 -0.06
```
Positions in Å, forces in eV/Å.

Calculated values
Kohn-Sham gap ... 8.223 eV
SMILES ... C=[SiH]O.I

=====

# 3
Formula: CH5N2
Source: the Open Molecules 2025 dataset
Level of theory: ωB97M-V with the def2-TZVPD basis set

```
8
Properties=species:S:1:pos:R:3:forces:R:3:mulliken_charge:R:1
C 0.01568 -0.01427 0.03899 -0.095 0.179 -0.095 0.44
N 0.74251 -0.28212 -0.98651 0.241 -0.182 -0.293 -0.28
N -0.69764 1.01225 0.34116 -0.234 0.344 0.133 -0.27
H -0.61631 -2.20626 2.05282 0.057 0.153 -0.147 0.06
H 1.27921 -1.13881 -1.03355 -0.022 -0.016 0.072 0.28
H 0.80533 0.33511 -1.79936 -0.065 -0.102 0.212 0.25
H -1.24695 1.03942 1.18995 0.019 -0.131 0.036 0.28
H -0.73928 1.85378 -0.23929 0.098 -0.245 0.082 0.24
```
Positions in Å, forces in eV/Å.

Calculated values
Total charge ... +1
Kohn-Sham gap (spin up / spin down) ... 7.976 / 12.790 eV

=====

# 4
Formula: CH5N2
Source: the Open Molecules 2025 dataset
Level of theory: ωB97M-V with the def2-TZVPD basis set

```
8
Properties=species:S:1:pos:R:3:forces:R:3:mulliken_charge:R:1
C 0.00635 0.37223 0.07292 0.812 5.798 0.340 0.30
N 1.22637 -0.07518 0.07874 -0.967 -2.888 -0.578 -0.28
N -1.19219 -0.10395 0.19062 -0.948 -5.896 -1.952 -0.54
H 0.11696 1.55119 0.06972 -1.112 -2.159 0.113 0.24
H 2.06460 0.46842 -0.02169 -0.157 0.487 0.035 0.27
H 1.29499 -1.06051 -0.12599 0.721 -0.365 0.284 0.25
H -2.02266 0.44207 -0.03695 0.491 0.040 0.176 0.32
H -1.49443 -1.59427 -0.22737 1.160 4.983 1.580 0.44
```
Positions in Å, forces in eV/Å.

Calculated values
Total charge ... +1
Kohn-Sham gap ... 10.813 eV

=====

# 5
Formula: CH5N2O
Source: the Open Molecules 2025 dataset
Level of theory: ωB97M-V with the def2-TZVPD basis set

```
9
Properties=species:S:1:pos:R:3:forces:R:3:mulliken_charge:R:1
O -2.88609 0.11463 -0.51168 2.841 -2.286 -0.681 -0.69
H -3.20201 0.94463 -0.20662 0.366 1.117 0.492 0.29
N 0.01949 0.24889 -0.09058 3.679 2.075 0.576 -0.41
C 1.16250 -0.30583 0.43662 -3.989 -4.038 -1.695 -0.03
N 2.44104 -0.13359 0.17589 -0.641 -0.086 2.866 -0.46
H 0.41308 1.21568 -0.25461 -1.242 -0.380 -0.528 0.24
H -1.83957 -0.01984 -0.46052 -3.319 1.203 0.252 0.46
H 0.68751 -1.36789 0.77410 2.023 1.899 0.528 0.29
H 2.83092 -0.66169 1.02421 0.282 0.496 -1.809 0.31
```
Positions in Å, forces in eV/Å.

Calculated values
<S²> ... 0.799
Kohn-Sham gap (spin up / spin down) ... 11.326 / 7.923 eV
Multiplicity ... 2

=====

# 6
Formula: CH5N2O
Source: the Open Molecules 2025 dataset
Level of theory: ωB97M-V with the def2-TZVPD basis set

```
9
Properties=species:S:1:pos:R:3:forces:R:3:mulliken_charge:R:1
C -0.43594 0.38478 -0.64449 5.256 7.425 -9.993 0.14
N -1.03601 0.07821 0.28594 -3.893 -6.944 8.122 0.34
N 0.16682 0.50207 -1.80963 -1.708 -1.569 1.724 -0.27
O -1.56554 -0.04393 1.41890 -0.699 1.791 1.484 -0.25
H 2.18948 -0.69467 1.67015 -1.790 0.317 0.183 0.27
H 1.40490 -0.55097 1.75538 1.790 -0.315 -0.179 -0.28
H -0.16621 1.17948 -2.48477 0.033 0.732 0.265 0.33
H 0.43614 -0.33965 -2.27746 1.179 -1.104 -0.676 0.28
H -0.99364 -0.51532 2.08599 -0.166 -0.334 -0.930 0.44
```
Positions in Å, forces in eV/Å.

Calculated values
<S²> ... 2.010
Total charge ... +1
Kohn-Sham gap (spin up / spin down) ... 7.059 / 8.160 eV
Multiplicity ... 3

=====

# 7
Formula: CH5N2O2
Source: the Open Molecules 2025 dataset
Level of theory: ωB97M-V with the def2-TZVPD basis set

```
10
Properties=species:S:1:pos:R:3:forces:R:3:mulliken_charge:R:1
C -0.51790 -0.09026 -0.24289 2.323 1.228 0.820 0.75
N -0.83525 -0.97849 0.69031 -0.228 -1.968 -0.697 -0.39
N 1.11704 0.61144 0.06091 -0.327 0.865 0.360 -0.56
O -0.43508 -0.10794 -1.55798 0.575 -2.494 -2.283 -0.24
O -1.20052 0.86254 -0.85183 -1.571 2.405 1.134 -0.23
H -1.50853 -0.71900 1.37755 -0.402 0.585 0.536 0.30
H -1.06764 -1.91887 0.32271 0.501 0.698 0.233 0.32
H 1.75925 0.08469 -0.52929 0.024 -0.247 0.148 0.35
H 1.50206 0.66883 1.01444 -0.400 -0.516 -0.212 0.34
H 1.18656 1.58704 -0.28392 -0.495 -0.556 -0.039 0.36
```
Positions in Å, forces in eV/Å.

Calculated values
Total charge ... +1
Kohn-Sham gap ... 12.755 eV
SMILES ... NC1([NH3+])OO1

=====

# 8
Formula: CH5N2OPS
Source: the Open Molecules 2025 dataset
Level of theory: ωB97M-V with the def2-TZVPD basis set

```
11
Properties=species:S:1:pos:R:3:forces:R:3:mulliken_charge:R:1
C -0.74500 0.66766 -0.12733 -1.393 0.990 0.308 0.68
N -0.01960 1.79544 -0.47334 -0.243 -4.681 0.445 -0.35
N 0.02299 -0.39965 0.22982 4.154 0.095 0.339 -0.23
O -1.96964 0.49927 -0.00359 1.722 1.041 -0.849 -0.59
P -0.36580 -1.87573 -0.51085 -2.299 -2.581 0.790 -0.09
S 2.11599 -0.19636 -0.21010 -2.692 -0.316 1.249 -0.21
H 0.90199 1.65227 -0.09408 0.271 1.474 -0.343 0.17
H -0.60405 2.53156 -0.53683 -1.363 3.588 0.023 0.25
H -1.81453 -2.04944 0.03904 1.959 0.501 -0.874 0.09
H 0.04381 -2.70419 0.59234 0.183 0.178 -0.475 0.07
H 2.43383 0.07917 1.09492 -0.299 -0.289 -0.613 0.22
```
Positions in Å, forces in eV/Å.

Calculated values
Kohn-Sham gap ... 7.843 eV
SMILES ... NC(=O)N(P)S

=====

# 9
Formula: CH5N2P
Source: the Open Molecules 2025 dataset
Level of theory: ωB97M-V with the def2-TZVPD basis set

```
9
Properties=species:S:1:pos:R:3:forces:R:3:mulliken_charge:R:1
C -0.79926 -1.18981 -0.49248 0.166 1.473 0.672 -0.63
N 1.30852 1.82258 0.85609 2.854 -1.319 -1.541 -0.37
N 0.07113 -0.05345 -0.18661 1.474 -1.702 -3.373 -0.15
P 0.03081 0.98221 1.06302 -3.393 -1.484 1.438 -0.08
H -1.21503 -1.36784 0.58359 0.129 -1.072 -2.349 0.28
H -1.54054 -0.83789 -1.26878 0.139 -0.751 1.166 0.21
H -0.08597 -1.87856 -1.04730 -1.405 -0.135 1.345 0.22
H 1.37707 2.61405 1.35703 0.657 3.918 1.586 0.22
H 0.85328 -0.09130 -0.86456 -0.622 1.072 1.056 0.29
```
Positions in Å, forces in eV/Å.

Calculated values
<S²> ... 2.011
Kohn-Sham gap (spin up / spin down) ... 6.636 / 6.854 eV
Multiplicity ... 3

=====

# 10
Formula: CH5N2S
Source: the Open Molecules 2025 dataset
Level of theory: ωB97M-V with the def2-TZVPD basis set

```
9
Properties=species:S:1:pos:R:3:forces:R:3:mulliken_charge:R:1
S -0.13743 -1.59454 1.94616 -0.407 -0.543 0.517 -0.82
H 0.74727 -1.95233 2.87937 0.154 -0.018 0.103 -0.01
N 0.76653 0.02499 -0.29461 -0.287 -0.230 0.392 -0.35
C -0.38909 0.59376 -0.67309 0.044 -0.128 0.089 0.15
N -0.53209 1.30264 -1.74830 -0.085 -0.001 0.122 -0.81
H 1.52064 0.33778 -0.88960 0.291 -0.504 0.140 0.21
H 0.74982 -0.74335 0.55309 0.099 1.546 -1.303 0.20
H -1.22334 0.42971 0.01812 0.124 -0.242 -0.013 0.23
H -1.50231 1.60133 -1.79114 0.068 0.120 -0.048 0.20
```
Positions in Å, forces in eV/Å.

Calculated values
Total charge ... -1
Kohn-Sham gap ... 7.858 eV